# 1
Here is the molecule C12H25N3O4S from OMol25. Energies are from wB97M-V/def2-TZVPD.

Geometry as XYZ:
```
45
Properties=species:S:1:pos:R:3:forces:R:3:lowdin_charge:R:1
C -3.15689 -3.24765 -0.49134 -0.137 0.080 0.228 -0.105
C -4.11222 -2.36858 0.30794 -0.053 0.033 -0.206 -0.266
C -4.49209 -1.07396 -0.41498 0.195 -0.022 0.051 -0.212
C -3.30681 -0.20740 -0.84007 -0.137 -0.015 0.243 -0.180
C -2.44293 0.23236 0.33896 -0.495 -0.379 -0.039 -0.181
N -1.35886 1.09330 -0.11465 -0.490 0.838 0.107 -0.123
C -0.15782 0.49793 -0.45170 0.680 0.071 -0.119 -0.501
O 0.03684 -0.68533 -0.24512 -0.224 -0.258 0.042 0.076
N 0.76360 1.35063 -0.97566 0.291 0.267 -0.231 0.191
C 2.13177 1.09778 -1.26932 -0.422 -0.220 0.148 -0.540
O 2.82662 2.02621 -1.61281 0.235 0.384 -0.134 0.075
N 2.52395 -0.16883 -1.11059 -0.093 -0.439 0.082 0.083
C 3.89873 -0.58798 -1.25293 0.247 -0.128 -0.060 -0.170
C 4.41467 -1.30369 -0.00248 0.151 0.304 -0.062 -0.198
C 4.82968 -0.37050 1.13593 -0.232 -0.147 -0.023 -0.256
C 3.68320 0.46204 1.69978 0.222 -0.012 0.022 -0.104
S -1.62536 2.75735 -0.08646 0.406 0.181 0.605 0.653
C -0.64815 3.28306 1.33778 -0.461 -0.226 -0.641 -0.094
O -1.07076 3.34620 -1.26925 0.185 0.018 -0.058 -0.278
O -3.00795 2.96629 0.18940 -0.139 -0.216 0.197 -0.268
H -3.02746 -4.20708 0.00444 0.070 -0.102 -0.018 0.070
H -3.55163 -3.42923 -1.48862 0.003 -0.048 -0.152 0.077
H -2.17931 -2.78200 -0.58301 0.162 0.014 -0.075 0.059
H -5.03177 -2.92643 0.50136 0.024 0.025 0.113 0.104
H -3.66671 -2.13548 1.27650 -0.041 -0.036 0.104 0.099
H -5.14361 -0.48598 0.23519 -0.108 0.041 -0.042 0.112
H -5.06184 -1.32759 -1.31156 -0.091 0.027 0.010 0.112
H -2.68182 -0.74959 -1.55069 0.061 0.029 -0.069 0.113
H -3.68142 0.69072 -1.33573 0.034 -0.026 -0.069 0.114
H -1.99085 -0.62809 0.83510 -0.043 0.184 0.024 0.119
H -3.03783 0.80667 1.04864 -0.020 -0.192 0.058 0.122
H 0.44576 2.27553 -1.25920 0.266 -0.209 -0.068 0.104
H 1.83602 -0.84392 -0.79485 -0.009 0.203 -0.062 0.115
H 4.49042 0.30523 -1.46456 -0.005 -0.118 -0.051 0.123
H 3.97035 -1.26592 -2.11157 0.064 0.138 0.038 0.120
H 5.28239 -1.90126 -0.28892 -0.044 -0.088 -0.027 0.107
H 3.64190 -1.99006 0.35213 0.008 -0.133 0.015 0.111
H 5.25153 -0.98281 1.93693 0.076 0.042 -0.013 0.102
H 5.61695 0.29797 0.78202 0.101 -0.026 0.016 0.108
H 3.99914 0.95953 2.61448 -0.037 0.082 0.083 0.070
H 2.82673 -0.16893 1.92955 -0.140 -0.036 0.048 0.074
H 3.37606 1.22557 0.99114 -0.082 0.124 -0.018 0.056
H -0.77558 4.35340 1.44152 -0.069 0.173 -0.069 0.073
H 0.39100 3.04117 1.15627 0.177 -0.066 -0.058 0.061
H -1.02763 2.76936 2.21104 -0.086 -0.116 0.131 0.071
```
Positions in Å, forces in eV/Å.

Results
**HOMO level**: -9.62 eV
**SMILES string**: CCCCCN(C(=O)NC(=O)NCCCC)S(C)(=O)=O
**Maximum force**: 0.98 eV Å⁻¹
**E**: -36346.8158 eV



# 2
Here is a 8-piece molecular cluster, C45H44BF7IO2P overall in a non-equilibrium geometry from OMol25. Energies are from wB97M-V/def2-TZVPD.

Geometry as XYZ:
```
101
Properties=species:S:1:pos:R:3:forces:R:3:lowdin_charge:R:1
O 5.44094 1.43084 0.81963 -2.300 -1.461 2.137 -0.020
B 4.77263 0.26596 1.47580 1.818 1.568 0.588 -0.641
O 5.24933 -0.36521 2.72573 -1.422 0.127 -3.637 0.005
P 3.18765 -0.45907 0.59541 -1.047 -0.927 0.255 0.886
C 1.76566 0.83044 0.88450 -0.505 0.584 0.119 -0.485
C 0.49090 0.18677 1.73480 0.052 -0.158 0.061 -0.334
C -0.81699 1.18889 1.63905 -0.460 -1.852 -0.398 -0.635
I -0.32693 3.32543 1.62851 -0.481 -0.949 0.355 0.907
H 4.72348 2.08797 0.56644 1.282 -1.308 0.144 0.080
H 4.85309 -1.28886 2.70822 0.555 1.673 0.243 0.087
H 3.57406 -0.50269 -0.79855 -0.308 0.749 0.692 -0.080
H 2.27733 1.70455 1.50832 -1.530 -1.640 -1.473 0.060
H 1.32963 1.22537 -0.14840 1.157 -0.664 2.227 0.092
H 0.12861 -0.85870 1.28645 0.972 2.343 0.740 0.111
H 0.79567 -0.06611 2.86098 -0.645 0.874 -2.467 0.125
H -1.35376 0.96626 0.59654 1.173 0.711 2.369 0.065
H -1.57132 0.99568 2.51589 1.688 0.689 -1.961 0.053
F 3.30563 4.42714 0.25308 0.165 -0.195 0.377 0.051
C 2.87056 4.82340 -0.95038 -0.450 0.388 -1.242 -0.285
C 1.52306 4.69273 -1.26788 0.022 0.007 0.024 -0.046
C 1.06872 5.10993 -2.51892 0.539 0.093 -0.017 -0.073
C 1.96994 5.64362 -3.44346 -0.025 -0.019 0.040 -0.093
C 3.32142 5.76598 -3.11720 -0.396 -0.081 0.212 -0.099
C 3.77338 5.35907 -1.86213 0.056 -0.038 0.118 -0.028
H 0.83925 4.26821 -0.54012 0.215 0.104 -0.229 -0.038
H 0.01579 5.01924 -2.77400 0.186 -0.017 0.085 0.108
H 1.61590 5.96476 -4.42075 0.085 -0.067 0.181 0.104
H 4.02168 6.17784 -3.83991 -0.105 -0.075 0.157 0.109
H 4.81889 5.45528 -1.58868 -0.076 -0.023 0.018 0.119
F -1.91237 -1.00537 2.92299 0.022 -0.109 0.368 0.029
C -2.58670 -1.96343 2.27337 -0.690 -0.992 -0.615 -0.284
C -2.76223 -3.20467 2.87518 0.038 0.059 0.055 -0.012
C -3.46871 -4.20084 2.20130 0.012 0.370 -0.291 -0.072
C -3.98288 -3.94782 0.92717 0.012 -0.007 0.042 -0.095
C -3.79706 -2.70037 0.32945 0.095 -0.183 0.357 -0.075
C -3.10027 -1.70096 1.00819 0.078 0.075 0.058 -0.017
H -2.34853 -3.38566 3.86187 -0.035 0.063 -0.090 0.117
H -3.61813 -5.17208 2.66639 0.048 0.179 -0.069 0.107
H -4.53000 -4.72654 0.40008 0.086 0.148 0.102 0.095
H -4.19461 -2.50712 -0.66399 0.067 -0.004 0.197 0.109
H -2.95430 -0.72277 0.56214 -0.013 -0.090 0.063 0.101
F -7.32701 -4.38490 -0.48812 0.229 0.009 -0.279 0.053
C -8.12242 -4.53882 0.57877 -0.751 -0.119 1.006 -0.301
C -7.96277 -3.70181 1.67768 0.066 0.034 -0.047 -0.016
C -8.79413 -3.85837 2.78669 -0.132 -0.357 -0.316 -0.078
C -9.76968 -4.85840 2.78869 0.047 0.030 -0.036 -0.094
C -9.91877 -5.69680 1.68289 0.247 0.329 0.103 -0.081
C -9.09474 -5.53271 0.56974 0.065 0.021 -0.055 -0.033
H -7.19411 -2.93608 1.66147 -0.048 -0.082 -0.044 0.113
H -8.68254 -3.20404 3.64770 0.021 -0.111 -0.179 0.106
H -10.41494 -4.98305 3.65568 0.128 0.016 -0.175 0.101
H -10.67601 -6.47710 1.68839 0.159 0.144 -0.039 0.107
H -9.20284 -6.16974 -0.30183 0.031 0.066 0.054 0.116
F 2.45726 2.09248 -4.10540 -0.183 -0.031 0.179 0.061
C 3.43305 2.21631 -5.01486 0.807 0.120 -0.711 -0.282
C 3.29550 1.60069 -6.25411 -0.068 -0.008 0.019 -0.018
C 4.30896 1.73363 -7.20321 0.163 0.224 0.383 -0.082
C 5.45474 2.47245 -6.89807 -0.092 -0.028 0.008 -0.086
C 5.58570 3.08240 -5.64958 -0.331 -0.091 -0.281 -0.083
C 4.56721 2.95856 -4.70492 -0.083 -0.051 -0.016 -0.033
H 2.40218 1.02388 -6.47025 0.065 0.075 0.059 0.114
H 4.20758 1.26269 -8.17783 -0.014 0.057 0.196 0.104
H 6.24694 2.57216 -7.63703 -0.146 -0.013 0.149 0.103
H 6.48019 3.65350 -5.41288 -0.357 -0.152 -0.085 0.094
H 4.64859 3.43352 -3.73285 -0.081 -0.072 -0.089 0.097
F 8.27983 3.21974 -4.37840 0.200 0.353 -0.042 0.047
C 8.45062 2.03532 -3.77624 0.165 -1.211 0.614 -0.281
C 7.36850 1.42098 -3.15555 -0.029 0.076 0.012 -0.007
C 7.54470 0.18532 -2.53289 0.453 0.113 -0.175 -0.069
C 8.80495 -0.41762 -2.52849 -0.066 0.045 -0.029 -0.094
C 9.88602 0.20937 -3.14986 -0.416 0.097 0.045 -0.085
C 9.70694 1.43956 -3.78199 -0.013 0.093 -0.057 -0.018
H 6.39898 1.90826 -3.16189 0.171 -0.093 -0.003 0.094
H 6.70329 -0.30689 -2.05155 0.133 0.156 -0.074 0.102
H 8.94292 -1.37928 -2.03886 -0.019 0.190 -0.093 0.101
H 10.86686 -0.25989 -3.14159 -0.175 0.117 -0.030 0.104
H 10.53428 1.93664 -4.27752 -0.097 -0.006 0.050 0.115
F -7.27233 -8.11423 2.53343 -0.133 0.046 0.095 0.064
C -6.23230 -8.49245 1.77852 0.785 -0.277 -0.566 -0.286
C -5.34270 -9.44339 2.26637 -0.037 0.000 0.050 -0.018
C -4.26256 -9.84126 1.47860 -0.224 0.337 -0.262 -0.084
C -4.07781 -9.27506 0.21485 -0.001 -0.021 0.055 -0.099
C -4.97336 -8.31759 -0.26387 0.032 -0.225 0.364 -0.082
C -6.05952 -7.92823 0.51951 -0.054 0.059 0.022 -0.015
H -5.49755 -9.86604 3.25371 -0.031 0.059 -0.100 0.115
H -3.56578 -10.58974 1.84769 -0.145 0.146 -0.032 0.105
H -3.23268 -9.58241 -0.39741 -0.167 0.063 0.117 0.101
H -4.82520 -7.87530 -1.24608 -0.069 -0.070 0.180 0.106
H -6.77030 -7.19189 0.15933 0.055 -0.054 0.088 0.096
F -2.16204 7.23665 7.52972 -0.099 0.007 0.201 0.061
C -1.57350 7.22787 6.32632 0.481 -0.020 -0.984 -0.291
C -1.34158 8.43127 5.66929 -0.020 0.021 0.057 -0.021
C -0.72417 8.42294 4.41857 -0.041 -0.461 0.113 -0.084
C -0.35509 7.20920 3.83344 -0.038 0.047 0.059 -0.096
C -0.59672 6.00626 4.49864 -0.045 0.403 0.126 -0.102
C -1.20394 6.01571 5.75412 -0.041 0.023 0.059 -0.014
H -1.64269 9.36366 6.13559 0.026 -0.118 -0.005 0.114
H -0.53136 9.35889 3.90013 -0.062 -0.153 0.123 0.104
H 0.12240 7.20288 2.85592 -0.079 -0.003 0.176 0.099
H -0.31231 5.06258 4.03942 -0.069 0.196 0.173 0.011
H -1.39111 5.09058 6.28911 -0.011 0.109 -0.024 0.116
```
Positions in Å, forces in eV/Å.

Results
**HOMO level**: -8.45 eV
**SMILES string**: OB(O)PCCCI.Fc1ccccc1.Fc1ccccc1.Fc1ccccc1.Fc1ccccc1.Fc1ccccc1.Fc1ccccc1.Fc1ccccc1
**Maximum force**: 3.91 eV Å⁻¹
**E**: -88561.2337 eV